# 1
# C4H12NO

2 unconnected molecules or ions with the total composition C4H12NO at a distorted geometry (ωB97M-V/def2-TZVPD, OMol25).

Each line ends with the natural charge from an NBO analysis.
Atoms and positions in Å:
C: 0.75559 -0.77098 1.38382  -0.614
C: 0.63464 0.86731 1.06608  -0.474
C: 0.00588 1.33601 -0.16346  0.138
C: 0.72004 1.75516 -1.23044  -0.307
N: -1.19434 0.46858 -0.54577  -0.763
H: 1.48498 -0.83819 2.30838  0.261
H: 1.21253 -1.25126 0.56795  0.205
H: -0.33129 -1.03845 1.65648  0.203
H: 1.64331 1.19908 1.08246  0.243
H: 0.17767 1.41985 1.85299  0.235
H: 1.74651 1.71585 -1.17199  0.224
H: 0.30158 2.10726 -2.19745  0.226
H: -1.93393 0.31933 0.14687  0.423
H: -1.91268 0.97570 -1.21820  0.459
H: -0.92444 -0.54757 -0.80107  0.489
H: -1.48623 -2.66151 -0.52978  0.491
H: -0.02482 -2.70812 -0.99556  0.496
O: -0.87501 -2.34806 -1.21128  -0.936

Cartesian forces (eV/Å) of the 6 atoms listed first:
-1.39 3.57 2.87
0.74 -2.20 0.98
0.90 -2.73 -2.98
-3.10 0.37 -0.22
-3.21 1.57 -0.88
-1.81 -0.04 -1.79

Values from the calculation:
Max |F| = 4.8 eV/Å
ΔE to the lowest compared entry with this formula, charge and spin = 2.792 eV
Spin multiplicity = 1
Molar mass = 90.15 Da
Total charge = +1
Electronic energy = -289.27225 hartree


# 2
# C15H17N4O4S

A gas-phase ion, C15H17N4O4S (charge -1) at a distorted geometry (ωB97M-V/def2-TZVPD, OMol25).

Each line ends with the natural charge from an NBO analysis.
Atoms and positions in Å:
C: -6.70567 -2.97295 0.88041  -0.396
N: -5.95198 -3.94846 1.65984  -0.480
C: -6.69688 -4.39690 2.82749  -0.394
C: -4.54736 -3.77384 1.78366  0.121
C: -4.02575 -2.64449 2.44462  -0.183
C: -2.65058 -2.46459 2.56270  -0.183
C: -1.75888 -3.36368 1.99621  -0.011
C: -0.25143 -3.04418 2.09897  -0.073
C: 0.48800 -3.57966 3.24807  -0.449
C: -0.11168 -3.62055 4.55406  0.664
O: -1.30230 -3.86107 4.78611  -0.660
N: 0.76816 -3.16951 5.59939  -0.456
C: 0.22912 -2.91846 6.92848  -0.419
C: 2.14981 -3.17274 5.52793  0.328
S: 3.08269 -2.69484 6.83958  -0.305
N: 2.65741 -3.59427 4.30106  -0.456
C: 4.09960 -3.56619 4.10980  -0.415
C: 1.91625 -3.63315 3.10569  0.671
O: 2.50901 -3.62211 2.01696  -0.694
N: 0.28174 -1.45674 2.16853  0.512
O: -0.56972 -0.67021 1.67913  -0.442
O: 1.42214 -1.12200 2.49221  -0.361
C: -2.25317 -4.51883 1.36669  -0.194
C: -3.62946 -4.72181 1.26609  -0.226
H: -6.18170 -2.80177 -0.06202  0.205
H: -7.68095 -3.42231 0.67693  0.187
H: -6.83727 -2.00687 1.39339  0.161
H: -6.16334 -5.21321 3.31402  0.209
H: -6.88140 -3.60688 3.57036  0.161
H: -7.65324 -4.76962 2.46245  0.184
H: -4.68595 -1.88164 2.86480  0.195
H: -2.26032 -1.57600 3.06266  0.227
H: 0.27112 -3.22717 1.15017  0.252
H: -0.86294 -2.87974 6.90310  0.230
H: 0.56079 -3.70116 7.62171  0.199
H: 0.66550 -1.98459 7.30231  0.220
H: 4.54843 -3.63735 5.10679  0.228
H: 4.39416 -4.40402 3.46834  0.211
H: 4.41847 -2.64270 3.60169  0.207
H: -1.56720 -5.26160 0.94354  0.215
H: -4.04044 -5.58445 0.74982  0.211

Cartesian forces (eV/Å) of the 6 atoms listed first:
0.66 -0.35 0.19
-0.67 -0.54 -0.38
0.48 0.03 -0.30
1.16 0.47 0.42
0.14 -0.36 -0.17
-0.45 0.28 -0.13

Values from the calculation:
Max |F| = 3.3 eV/Å
Spin multiplicity = 1
Molar mass = 349.39 Da
Total charge = -1
Electronic energy = -1499.94488 hartree
Structure (SMILES) = CN(C)c1ccc([C@H](c2c([O-])n(C)c(=S)n(C)c2=O)[N+](=O)[O-])cc1


# 3
# C3HNO3S

A molecular structure, C3HNO3S at a distorted geometry (ωB97M-V/def2-TZVPD, OMol25).

Each line ends with the natural charge from an NBO analysis.
Atoms and positions in Å:
C: -0.01183 0.15179 -0.79590  0.133
C: -0.26629 -0.16275 -2.03289  -0.214
C: 0.17930 -2.07018 -0.85600  0.826
N: -0.12662 -1.55068 -2.06686  -0.587
O: -0.34720 2.25086 -0.26845  -0.818
O: 0.46845 -3.21812 -0.63999  -0.692
O: 0.11150 -1.06485 0.06307  -0.529
S: -0.13724 -2.14761 -3.69300  -0.513
H: -0.74504 1.29548 -0.73909  0.394

Cartesian forces (eV/Å) of the 6 atoms listed first:
0.48 -1.31 0.88
0.16 1.43 0.32
-0.45 0.43 -1.91
-0.36 1.40 -1.03
-0.18 -4.01 -0.74
0.35 -1.22 1.41

Values from the calculation:
Max |F| = 4.1 eV/Å
ΔE to the lowest compared entry with this formula, charge and spin = 7.202 eV
Spin multiplicity = 1
Molar mass = 131.11 Da
Total charge = -2
Electronic energy = -793.31008 hartree


# 4
# C6H12NO

2 unconnected molecules or ions with the total composition C6H12NO at a distorted geometry (ωB97M-V/def2-TZVPD, OMol25).

Each line ends with the natural charge from an NBO analysis.
Atoms and positions in Å:
O: 1.93350 -1.40496 -0.03951  -0.353
C: 0.96127 -1.93600 -0.48632  0.299
C: -0.37839 -1.32728 -0.21834  0.281
C: -0.51783 -0.12569 0.52410  -0.569
C: -1.08868 0.80704 -0.52367  -0.219
C: -2.30429 1.35325 -0.44767  0.009
C: -2.83246 2.31723 -1.43943  -0.667
N: 4.27151 -1.03555 2.18242  -1.079
H: 1.01232 -2.86677 -1.06019  0.180
H: -1.26501 -1.82380 -0.60046  0.233
H: -1.22656 -0.26393 1.35348  0.309
H: 0.43416 0.20562 0.94581  0.289
H: -0.44768 1.02986 -1.37641  0.234
H: -2.94186 1.08368 0.38890  0.215
H: -2.15910 2.43471 -2.28177  0.232
H: -3.79147 1.94289 -1.79543  0.260
H: -3.00149 3.29756 -0.98900  0.264
H: 5.07317 -0.52085 1.84052  0.366
H: 4.58234 -1.88830 2.62578  0.364
H: 3.68655 -1.27871 1.39719  0.350

Cartesian forces (eV/Å) of the 6 atoms listed first:
0.25 0.29 0.18
0.21 -0.27 -0.55
-0.73 0.22 -0.20
0.68 0.02 1.52
0.53 -0.31 -1.01
-0.41 -0.10 0.06

Values from the calculation:
Max |F| = 1.7 eV/Å
ΔE to the lowest compared entry with this formula, charge and spin = 3.614 eV
Spin multiplicity = 1
Molar mass = 114.17 Da
Total charge = +1
Electronic energy = -365.41656 hartree


# 5
# C16H37AlBr3FN3O10P

A molecular structure, C16H37AlBr3FN3O10P at a distorted geometry (ωB97M-V/def2-TZVPD, OMol25).

Each line ends with the Löwdin charge.
Atoms and positions in Å:
Al: 1.80956 -0.08922 -1.95629  1.206
F: 0.78879 -2.00191 -0.12274  -0.449
C: -0.29948 -4.01501 2.56381  -1.514
Br: -2.04410 -3.04822 2.76756  0.564
Br: -0.58147 -5.79715 1.86924  0.627
Br: 0.42462 -4.01341 4.38427  0.605
H: 0.36045 -3.41695 1.94470  -0.061
O: -0.08148 1.88190 -0.61720  -0.267
P: -1.23156 2.60115 -0.06402  0.603
N: -2.52863 3.01776 -1.03031  -0.260
C: -3.58870 2.05060 -1.25110  -0.056
C: -2.32701 4.08868 -2.01802  -0.033
N: -0.87635 4.02132 0.78763  -0.200
C: -1.82054 5.05029 1.21060  -0.056
C: 0.48551 4.20675 1.27114  -0.025
N: -1.98615 1.65732 1.16459  -0.150
C: -1.69604 0.28105 1.36866  -0.091
C: -3.07800 2.12675 1.98560  -0.050
H: -3.98290 2.08851 -2.26020  0.100
H: -4.45527 2.25067 -0.60481  0.102
H: -3.29050 1.05120 -0.92554  0.087
H: -3.27589 4.34373 -2.48073  0.110
H: -1.52663 3.82831 -2.70962  0.103
H: -2.03742 4.95276 -1.41097  0.078
H: -1.77272 5.12506 2.29868  0.115
H: -1.51249 5.99828 0.76156  0.117
H: -2.84932 4.87513 0.90819  0.086
H: 1.00532 3.24445 1.27509  0.082
H: 1.04503 4.81059 0.54829  0.128
H: 0.48285 4.68296 2.24818  0.109
H: -2.48101 -0.31392 0.87218  0.116
H: -0.78274 -0.07495 0.87604  0.081
H: -1.59762 0.04870 2.43109  0.094
H: -3.58916 2.98912 1.55621  0.078
H: -2.75736 2.45019 2.98209  0.126
H: -3.88766 1.41030 2.13688  0.126
C: 1.72093 -0.96396 2.67121  -0.032
O: 2.71759 0.02431 2.94274  0.019
C: 2.86731 0.92583 1.98344  -0.617
O: 2.31647 0.90699 0.90488  0.016
O: 3.79534 1.82446 2.23772  0.026
C: 4.60142 1.80424 3.41280  -0.021
H: 1.58335 -1.51419 3.59650  0.054
H: 1.99170 -1.61502 1.84116  0.075
H: 0.78759 -0.46282 2.41714  0.071
H: 5.28545 2.63827 3.52687  0.103
H: 5.26577 0.93676 3.47421  0.104
H: 3.94099 1.65836 4.26782  0.098
C: -2.53224 0.28990 -4.42547  -0.045
O: -3.03751 -0.59680 -3.44312  0.014
C: -2.11608 -1.27885 -2.74710  -0.624
O: -0.91998 -1.10010 -2.80188  0.028
O: -2.73098 -2.16957 -2.02844  0.033
C: -2.02219 -2.79773 -0.94239  -0.027
H: -3.19024 0.27937 -5.29580  0.106
H: -1.56757 -0.02169 -4.82230  0.100
H: -2.49185 1.33929 -4.13266  0.077
H: -2.76301 -3.35776 -0.37770  0.086
H: -1.68000 -1.99116 -0.29773  0.036
H: -1.20094 -3.42630 -1.26943  0.103
C: 3.35887 -3.86568 -0.10014  -0.039
O: 3.73900 -4.40131 -1.35156  0.009
C: 3.77096 -3.62968 -2.43345  -0.607
O: 3.43530 -2.45825 -2.45822  -0.008
O: 4.00175 -4.29302 -3.52279  0.032
C: 4.16294 -5.73176 -3.58487  0.018
H: 3.54413 -2.79084 -0.07210  0.082
H: 4.10099 -4.16043 0.64914  0.103
H: 2.37715 -4.20412 0.21376  0.086
H: 4.33915 -5.98790 -4.62217  0.103
H: 3.18314 -6.13102 -3.31823  0.101
H: 4.90139 -6.04057 -2.85261  0.102

Cartesian forces (eV/Å) of the 6 atoms listed first:
-0.68 -1.68 1.29
0.36 1.09 -0.58
-0.80 -0.03 1.08
0.68 -0.31 -0.47
0.22 0.79 0.15
0.07 -0.28 -0.60

Values from the calculation:
Max |F| = 2.2 eV/Å
ΔE to the lowest compared entry with this formula, charge and spin = 0.000 eV
Spin multiplicity = 1
Molar mass = 748.15 Da
Total charge = +2
Electronic energy = -9953.47243 hartree


# 6
# C4H11N2O2

A molecular structure, C4H11N2O2 at a distorted geometry (ωB97M-V/def2-TZVPD, OMol25).

Each line ends with the natural charge from an NBO analysis.
Atoms and positions in Å:
O: 0.14782 0.95170 -0.99140  -0.515
C: 0.45322 -0.45690 -0.81655  -0.092
O: -3.22595 0.44757 0.58404  -0.741
C: -0.79313 -1.01501 -0.10516  -0.248
C: 1.69462 -0.67515 -0.06952  0.294
C: 2.29414 0.52798 0.73253  -0.392
N: 1.71328 1.83270 0.36023  -0.518
N: -1.93842 -0.76574 -0.98720  -0.515
H: 0.43933 -0.89784 -1.77094  0.280
H: -1.04118 -0.49389 0.81666  0.293
H: -0.68522 -2.14098 0.14275  0.235
H: 2.33966 -1.48312 -0.32711  0.235
H: 2.20847 0.31619 1.83966  0.288
H: 3.38126 0.58962 0.48997  0.329
H: 1.13102 2.24374 1.07240  0.375
H: 0.89001 1.37114 -0.35362  0.376
H: -2.66409 -1.43772 -0.83731  0.404
H: -2.41010 0.12470 -0.78874  0.444
H: -3.93474 0.96101 1.00933  0.469

Cartesian forces (eV/Å) of the 6 atoms listed first:
-1.34 -3.08 -1.06
0.03 3.10 1.09
1.26 0.15 1.36
-2.47 -2.94 -0.74
0.93 3.61 0.17
-1.51 -0.24 0.62

Values from the calculation:
Max |F| = 3.9 eV/Å
ΔE to the lowest compared entry with this formula, charge and spin = 13.465 eV
Spin multiplicity = 1
Molar mass = 119.14 Da
Total charge = +1
Electronic energy = -418.30500 hartree


Which value of spin multiplicity does entry 4 give? 1